[1]
{"formula": "C7H14N2", "method": "ωB97M-V with the def2-TZVPD basis set", "lumo_energy_ev": -0.199, "homo_lumo_gap_ev": 8.2, "elements": ["C", "C", "C", "C", "C", "C", "C", "H", "H", "H", "H", "H", "H", "H", "H", "H", "H", "H", "H", "H", "H", "N", "N"], "coordinates": [[2.76910, 0.50306, -0.05550], [0.39686, -0.34780, -0.86996], [-0.62347, -1.17175, -1.14637], [-1.66216, -0.24193, -0.59584], [-1.04153, 0.73618, 0.54452], [0.13864, -0.09796, 0.51848], [-0.27657, -1.41097, 1.52189], [2.84412, 1.58970, -0.64079], [2.67808, 0.94775, 1.07208], [3.81347, 0.06574, -0.38490], [0.34347, 0.85820, -1.34349], [-0.43345, -2.21307, -0.64262], [-1.06038, -1.35197, -2.14057], [-1.90854, 0.30938, -1.46122], [-2.71580, -0.83528, -0.55692], [-1.70024, 0.45559, 1.48798], [-0.15678, 2.60030, -0.59273], [-2.07058, 2.37417, 0.16046], [1.31485, -1.87039, 1.81148], [-1.14833, -2.53395, 0.30625], [-1.16229, -0.90104, 2.84507], [1.48400, -0.33773, -0.17410], [-1.03297, 2.15086, 0.25647]], "atomic_forces_ev_per_a": [[-0.33, 3.17, 0.51], [1.71, 7.44, -4.60], [-4.09, -5.00, -3.47], [-5.44, -1.39, -0.17], [-3.03, -0.62, 0.10], [3.40, -3.00, 5.05], [2.01, 0.25, 0.24], [-1.02, -2.62, 0.79], [0.85, -1.72, -2.64], [-2.50, 0.03, 1.09], [-0.59, -3.03, 0.05], [-0.45, 1.54, -1.05], [1.05, -0.50, -0.34], [-0.20, 1.52, -0.90], [2.07, 1.33, 1.03], [1.56, 1.44, -1.55], [-4.34, -2.17, 3.19], [2.29, 0.52, -0.71], [-4.49, 0.77, -0.44], [1.52, 1.83, 3.62], [2.59, -1.46, -3.52], [6.13, 0.26, 5.39], [1.32, 1.40, -1.66]]}

[2]
{"formula": "C7H14N2O", "method": "ωB97M-V with the def2-TZVPD basis set", "lumo_energy_ev": [0.440, 0.440], "homo_lumo_gap_ev": [8.0, 8.0], "elements": ["C", "C", "C", "C", "C", "C", "C", "N", "O", "N", "H", "H", "H", "H", "H", "H", "H", "H", "H", "H", "H", "H", "H", "H"], "coordinates": [[-2.31463, 0.56335, -1.32721], [-1.47111, 0.22290, 2.21466], [0.84262, -0.24263, -1.95604], [2.37221, 0.79438, -0.23275], [-1.21301, -0.20754, 0.79714], [0.53994, -0.75988, 0.49819], [1.12960, 0.00439, -0.50402], [1.29132, -1.15827, 1.61099], [-1.81641, 0.86224, -0.03907], [-0.75084, -1.27342, 0.22239], [2.09869, -1.70875, 1.33531], [0.73119, -1.70173, 2.25894], [-3.27860, 1.07584, -1.43394], [-1.60089, 0.98210, -2.04709], [-2.52055, -0.48239, -1.57384], [-2.54528, 0.17102, 2.41365], [-0.91708, -0.38131, 2.93168], [-1.16247, 1.25928, 2.36381], [0.09260, -1.02030, -2.11068], [0.63477, 0.69240, -2.48020], [3.26040, 0.18809, -0.43632], [2.41353, 1.66694, -0.89100], [2.43567, 1.09834, 0.81353], [1.74835, -0.64506, -2.42812]], "atomic_forces_ev_per_a": [[0.03, 0.40, -0.73], [0.77, 0.17, 0.18], [-0.16, 0.18, 0.05], [0.21, -0.39, 0.15], [-2.05, 1.86, -3.10], [2.10, 0.51, -2.17], [0.23, -1.00, 1.32], [-0.05, -0.07, 0.70], [-0.02, -1.90, 2.34], [-1.22, -0.19, 1.30], [-0.06, 0.21, 0.09], [0.14, 0.09, -0.14], [0.25, 0.11, 0.10], [-0.35, -0.24, -0.10], [0.51, -0.08, 0.48], [0.15, -0.15, -0.16], [-0.18, -0.12, -0.10], [-0.11, -0.01, -0.17], [-0.25, 0.48, 0.07], [-0.27, -0.15, -0.21], [0.20, 0.08, -0.11], [0.01, -0.03, 0.10], [-0.06, 0.08, -0.11], [0.19, 0.17, 0.20]]}

[3]
{"formula": "C7H14N2O4", "method": "ωB97M-V with the def2-TZVPD basis set", "lumo_energy_ev": 0.712, "homo_lumo_gap_ev": 9.3, "smiles": "N[C@H](CO)CO/C=C/[C@H](N)C(=O)O", "elements": ["N", "C", "C", "O", "C", "O", "C", "C", "C", "N", "C", "O", "O", "H", "H", "H", "H", "H", "H", "H", "H", "H", "H", "H", "H", "H", "H"], "coordinates": [[1.48971, -1.19208, -1.30272], [0.61124, -0.89885, -2.38926], [1.48719, -0.46508, -3.57293], [2.30083, -1.58926, -3.97931], [-0.33492, 0.26047, -1.93780], [-1.07228, -0.13083, -0.74713], [-0.62164, 0.38635, 0.42854], [-1.18647, 0.01054, 1.61605], [-0.63884, 0.55580, 2.88317], [-1.24569, -0.31336, 3.91915], [-0.92777, 2.08923, 3.11285], [-0.23554, 2.96505, 2.58111], [-2.10120, 2.30967, 3.77791], [2.29126, -1.75652, -1.64140], [0.99223, -1.71527, -0.57627], [0.00705, -1.83263, -2.56040], [0.92013, -0.12690, -4.41750], [2.12051, 0.35971, -3.27758], [2.74827, -1.39476, -4.82934], [-1.08778, 0.45780, -2.72344], [0.22517, 1.17983, -1.75459], [0.21160, 1.14127, 0.42293], [-1.96292, -0.74474, 1.59514], [0.45182, 0.43735, 2.86241], [-0.87751, -0.13754, 4.88326], [-1.10006, -1.27160, 3.66367], [-2.46435, 1.41634, 3.96349]], "atomic_forces_ev_per_a": [[1.42, -0.66, 1.05], [-0.79, 0.13, -0.01], [-0.01, -0.99, -0.13], [0.05, 0.35, -0.33], [-0.37, -0.86, -0.48], [0.87, 0.64, -0.42], [-0.41, -0.17, 1.57], [1.11, 0.90, -3.17], [0.38, -0.28, 1.23], [0.19, 1.61, 1.51], [0.29, 0.56, -1.71], [-1.91, -2.15, 1.87], [1.18, -0.16, -0.51], [-0.83, 0.40, 0.45], [0.42, 0.20, -0.34], [0.15, 1.04, -0.76], [-0.71, 0.14, -0.45], [0.26, 0.27, 0.41], [-0.49, -0.02, 0.87], [0.26, -0.10, 0.40], [0.09, -0.12, 0.10], [-0.88, -0.83, -0.31], [-0.12, 0.17, 0.28], [-0.08, 0.39, 0.07], [-0.22, -0.35, -1.33], [0.02, -0.37, 0.07], [0.13, 0.26, 0.06]]}

[4]
{"formula": "C7H14N2S2", "method": "ωB97M-V with the def2-TZVPD basis set", "lumo_energy_ev": 0.443, "homo_lumo_gap_ev": 8.7, "elements": ["C", "C", "C", "C", "C", "C", "C", "H", "H", "H", "H", "H", "H", "H", "H", "H", "H", "H", "H", "H", "H", "N", "N", "S", "S"], "coordinates": [[-0.05582, -2.45137, 0.46644], [1.12171, -1.94608, -0.40940], [-0.01225, -0.77639, -2.34561], [-1.70006, 0.54303, -0.30548], [-0.25201, 1.34374, 1.50019], [-0.03971, 2.88422, 1.58821], [0.64906, 0.62708, -0.53732], [0.28531, -2.03555, 1.73973], [-1.32051, -2.03606, 0.11264], [-0.06366, -3.86636, 0.25169], [1.65980, -2.72968, -1.16289], [2.18926, -1.75572, -0.00549], [0.06801, -1.92583, -2.60929], [0.53524, -0.28831, -3.27195], [-1.16400, 1.17484, 2.08902], [0.53868, 0.69440, 1.86402], [-0.79246, 3.36735, 0.94073], [-0.34521, 3.01266, 2.86855], [1.11803, 3.30909, 1.45743], [1.68671, 1.05558, -0.15108], [0.67190, 1.16340, -1.60036], [0.64017, -0.75419, -1.05264], [-0.50361, 0.88335, 0.10620], [-1.76373, -0.01999, -2.09363], [-3.15084, 0.52679, 0.56030]], "atomic_forces_ev_per_a": [[-0.89, -2.59, 1.87], [1.79, -0.60, -1.38], [1.10, -2.38, -0.42], [-1.77, -1.05, -1.61], [-1.19, 0.65, -0.26], [1.72, -0.03, 3.75], [4.84, -0.23, -6.14], [-1.69, -1.78, -3.88], [4.50, -1.24, 1.17], [-0.16, 4.43, 1.43], [-2.38, 1.41, 0.94], [-2.07, 0.25, 0.89], [-1.24, 2.17, 0.25], [-1.00, -0.26, 2.01], [0.32, -0.35, -0.40], [0.24, 0.35, 0.33], [0.55, 0.09, 0.54], [1.02, 0.38, -4.00], [-3.27, -1.20, 0.10], [-2.51, -1.27, 0.24], [-0.23, -0.29, 2.11], [1.51, 1.63, -2.02], [-1.19, 1.92, 4.41], [0.76, -0.24, 0.87], [1.26, 0.24, -0.81]]}

[5]
{"formula": "C7H14N3", "method": "ωB97M-V with the def2-TZVPD basis set", "lumo_energy_ev": -2.684, "homo_lumo_gap_ev": 10.9, "charge": 1, "elements": ["C", "C", "C", "C", "C", "C", "C", "N", "N", "N", "H", "H", "H", "H", "H", "H", "H", "H", "H", "H", "H", "H", "H", "H"], "coordinates": [[3.48641, -0.00423, 0.45383], [3.11600, -0.36197, -0.81201], [2.23994, 0.41323, 1.04509], [-2.80203, 0.14418, -0.57194], [-1.25467, -1.71434, -0.21460], [-1.31702, -0.19661, -0.55269], [-0.66831, 0.64233, 0.57066], [1.79167, -0.12705, -0.92671], [1.24124, 0.32937, 0.22815], [-0.79631, 1.91018, 0.75912], [4.52721, 0.19050, 0.79989], [3.71232, -1.04627, -1.37116], [2.01510, 0.89129, 2.09987], [-3.38373, -0.60812, -1.13868], [-3.08284, 0.17769, 0.49141], [-3.10090, 1.08353, -1.01900], [-1.08299, -1.86887, 0.86426], [-0.47753, -2.25926, -0.75104], [-2.15219, -2.15002, -0.40145], [-0.80009, -0.12482, -1.52471], [-0.48486, 0.14351, 1.60605], [1.07242, -0.45167, -1.54553], [-1.09892, 2.72480, 0.21208], [-0.69994, 2.26262, 1.69911]], "atomic_forces_ev_per_a": [[-0.41, 1.62, 0.92], [-0.26, -0.75, 1.01], [1.20, 1.84, 3.71], [-0.53, 0.11, -0.12], [2.94, 1.27, 1.51], [0.32, -0.79, 0.31], [1.16, -2.57, 1.06], [-1.28, -0.41, -0.07], [0.70, -0.66, -1.41], [-1.09, 3.49, 0.90], [-1.24, -0.70, -0.03], [-0.02, 0.30, -1.33], [0.81, -1.22, -2.25], [0.39, 0.23, 0.59], [-0.54, -0.23, -0.41], [0.36, 0.48, 0.01], [0.09, 0.03, -0.34], [0.03, 0.10, 0.03], [-2.56, -1.30, -0.81], [-0.45, 0.83, 0.31], [-0.72, 0.40, -2.14], [0.63, -0.35, -0.82], [0.18, -1.37, -0.82], [0.30, -0.34, 0.19]]}

Total energy list, top to bottom, in a.u.: -383.9461 -459.7398 -685.5566 -1180.7442 -439.0780